Formula: C59H80AlN14O
Source: OMol25
Level of theory: ωB97M-V/def2-TZVPD

Its HOMO-LUMO gap is 6.66 eV. The calculation puts the largest force on an atom at 0.82 eV/Å. As for the spin multiplicity: 1. The total energy comes out at -3380.3548 Ha. As for the net charge: -1.

XYZ file:
```
155
Properties=species:S:1:pos:R:3:lowdin_charge:R:1
Al 3.50 3.60 3.36 0.23
O 0.48 1.14 3.40 -0.15
N 3.67 11.45 -8.67 0.00
N 1.60 -3.18 -0.73 0.00
N -1.33 0.51 8.07 0.00
N -1.09 -5.04 1.07 0.03
N -2.42 -11.36 -1.65 0.01
N -4.14 -6.29 -1.45 0.01
N 2.00 -6.96 -3.15 0.00
N -6.10 3.52 2.34 0.00
N 0.04 6.73 0.50 0.03
N -0.81 -10.78 3.44 0.01
N -0.98 3.90 3.77 0.02
N 2.32 4.81 -1.85 0.02
N -2.05 -3.28 3.56 -0.03
N 3.18 9.24 -3.30 0.02
C 3.21 -2.08 -1.78 -0.11
C -6.60 3.69 0.19 -0.12
C 1.60 8.02 -0.40 -0.13
C 3.58 2.99 -1.98 -0.12
C 2.98 -8.86 -3.69 -0.12
C 2.81 -3.32 -1.37 -0.15
C -2.34 -10.97 1.86 -0.12
C 2.60 3.61 -1.25 -0.13
C -0.91 -9.55 2.86 -0.14
C -2.10 5.80 3.98 -0.13
C 3.90 3.84 -3.07 -0.12
C 5.11 9.76 -4.24 -0.11
C -0.12 -6.95 0.54 -0.12
C -1.29 -5.21 -0.27 -0.16
C -0.81 2.30 6.88 -0.09
C -6.19 -5.87 -2.15 -0.11
C -0.85 2.66 8.26 -0.10
C 3.12 4.96 -2.96 -0.15
C 2.91 0.80 3.60 -0.32
C -1.74 -1.10 3.78 -0.10
C 1.59 1.07 4.31 -0.28
C -1.67 -11.66 2.84 -0.13
C -3.24 -11.97 -3.61 -0.12
C -0.04 4.89 3.83 -0.16
C 2.90 9.59 -4.59 -0.14
C 4.08 9.92 -5.20 -0.12
C -3.30 -2.72 3.66 -0.14
C -1.84 -12.56 -1.96 -0.14
C 3.96 1.77 4.15 -0.33
C -4.02 -5.79 -2.72 -0.15
C -1.11 0.97 6.80 -0.13
C 1.81 -7.12 -4.50 -0.14
C 1.33 7.16 0.64 -0.12
C 4.88 11.23 -9.26 -0.14
C 2.21 -1.15 -1.37 -0.10
C -1.86 -9.64 1.87 -0.12
C -5.66 4.75 1.94 -0.14
C -5.28 -5.52 -3.18 -0.11
C -0.38 -6.09 1.57 -0.14
C 1.24 -1.86 -0.72 -0.13
C -6.68 2.87 1.28 -0.15
C -5.46 -6.35 -1.10 -0.14
C -2.33 -12.96 -3.17 -0.12
C -0.70 -6.39 -0.63 -0.12
C -5.95 4.89 0.61 -0.11
C 3.32 12.76 -8.80 -0.14
C 4.31 13.39 -9.50 -0.12
C -1.09 -2.29 3.64 -0.12
C -0.52 7.30 -0.61 -0.14
C -1.17 1.53 8.97 -0.15
C -3.28 -10.99 -2.65 -0.14
C 5.30 12.41 -9.79 -0.12
C 2.41 -8.30 -4.86 -0.11
C 2.72 -8.01 -2.65 -0.15
C -0.70 6.08 3.96 -0.12
C -3.14 -1.37 3.80 -0.09
C 0.42 8.10 -1.19 -0.13
C 4.52 9.34 -3.08 -0.13
C -2.23 4.44 3.87 -0.16
H 1.01 4.66 3.76 -0.01
H -5.76 -6.72 -0.14 0.10
H 0.32 -1.54 -0.26 0.11
H 3.20 -0.25 3.72 0.09
H 0.43 -7.88 0.61 0.09
H 1.67 -6.17 -2.61 0.12
H -6.96 3.47 -0.80 0.09
H 2.22 -0.08 -1.53 0.08
H -0.04 -2.52 3.58 0.11
H 2.09 3.31 -0.35 0.09
H -0.31 -8.73 3.19 0.10
H -0.66 3.63 8.68 0.09
H 3.27 -4.29 -1.47 0.10
H -3.83 -10.07 -2.59 0.10
H 1.27 -6.40 -5.07 0.11
H -2.17 -8.83 1.23 0.08
H 2.21 3.39 2.36 -0.08
H -3.81 -11.97 -4.52 0.09
H 2.40 13.13 -8.39 0.10
H 1.65 5.48 -1.53 0.11
H -4.18 -3.34 3.62 0.10
H -5.17 5.41 2.63 0.10
H -0.19 -11.01 4.20 0.15
H -0.24 7.05 4.03 0.09
H -0.42 6.10 1.13 0.13
H 6.23 12.57 -10.33 0.09
H -7.09 1.88 1.39 0.10
H -1.26 -0.14 3.87 0.06
H 1.94 6.82 1.46 0.12
H 4.98 1.45 3.92 0.03
H -0.11 -6.14 2.62 0.11
H -1.58 -0.43 8.31 0.14
H 4.94 9.10 -2.12 0.11
H 1.88 9.57 -4.96 0.10
H -2.91 6.51 4.06 0.08
H 5.33 10.25 -9.26 0.11
H 3.12 10.75 -8.20 0.13
H 2.54 8.52 -0.57 0.08
H 2.75 0.98 2.54 0.07
H 2.98 -8.06 -1.61 0.10
H 2.50 8.95 -2.62 0.09
H -3.11 3.82 3.84 0.09
H 2.96 4.55 4.56 -0.11
H -1.30 1.37 10.02 0.10
H -0.59 2.95 6.06 0.08
H 0.28 8.69 -2.09 0.08
H 3.85 1.86 5.23 0.03
H 4.12 -1.85 -2.31 0.09
H 1.07 -3.93 -0.32 0.11
H -3.05 -5.66 -3.18 0.10
H 2.43 -8.72 -5.85 0.09
H 3.05 5.85 -3.57 0.10
H -1.73 -12.68 3.16 0.11
H 6.16 9.94 -4.39 0.09
H 4.33 14.43 -9.77 0.09
H -6.02 3.15 3.27 0.14
H 4.01 2.03 -1.76 0.08
H -3.37 -6.57 -0.87 0.11
H -0.68 -6.81 -1.63 0.09
H -1.42 -4.25 1.61 0.11
H 4.19 10.24 -6.22 0.06
H -1.83 -4.48 -0.84 0.12
H 1.36 0.30 5.05 0.11
H 1.64 2.01 4.86 0.08
H 3.53 -9.79 -3.61 0.09
H -7.27 -5.79 -2.19 0.09
H -5.73 5.75 0.00 0.09
H -1.13 -13.01 -1.29 0.10
H -2.23 -10.83 -0.82 0.11
H 4.73 4.33 2.63 -0.15
H -1.54 7.08 -0.89 0.11
H -2.06 -13.87 -3.68 0.09
H -1.19 0.31 5.95 0.08
H 4.64 3.66 -3.83 0.08
H -0.78 2.91 3.66 0.11
H -3.10 -11.39 1.21 0.09
H -1.86 -4.26 3.46 0.12
H 0.77 1.75 2.69 0.05
H -3.93 -0.65 3.90 0.09
H -5.52 -5.11 -4.15 0.09
```


Formula: CoFH14O7
Source: OMol25
Level of theory: ωB97M-V/def2-TZVPD

Its HOMO-LUMO gap (spin up / spin down) is 8.94 / 8.05 eV. The expectation value of S² is 3.754. The calculation puts the largest force on an atom at 2.58 eV/Å. As for the spin multiplicity: 4. The total energy comes out at -2017.4762 Ha. As for the net charge: +1.

XYZ file:
```
23
Properties=species:S:1:pos:R:3:lowdin_charge:R:1
Co -0.47 0.49 -1.81 1.08
F 0.51 0.13 0.00 -0.44
O -0.70 -2.62 0.46 -0.02
O -1.71 -1.27 -1.61 -0.02
O -1.80 1.84 -0.78 -0.02
O 2.06 -0.01 2.36 -0.04
O 0.82 2.08 -1.70 -0.03
O 2.63 -1.42 -1.04 -0.06
O -1.26 0.95 2.19 -0.04
H -0.46 0.77 1.69 -0.02
H -0.89 -3.16 1.22 0.08
H 1.18 2.07 -0.82 0.08
H 3.00 -1.81 -0.25 0.04
H -1.42 1.89 2.06 0.03
H 1.61 0.10 1.52 -0.04
H 1.43 2.61 -2.21 0.11
H -0.10 -1.95 0.79 0.03
H 1.47 -0.56 2.88 0.04
H -1.66 2.47 -0.07 0.08
H -2.01 -1.93 -2.24 0.10
H 1.90 -0.89 -0.73 -0.05
H -2.69 2.01 -1.08 0.10
H -1.45 -1.78 -0.84 0.01
```


Formula: C39H47Cl2N7OPSiTa
Source: OMol25
Level of theory: ωB97M-V/def2-TZVPD

Its HOMO-LUMO gap is 7.43 eV. The calculation puts the largest force on an atom at 1.55 eV/Å. As for the spin multiplicity: 1. The total energy comes out at -3580.8453 Ha. As for the net charge: +2.

XYZ file:
```
99
Properties=species:S:1:pos:R:3:lowdin_charge:R:1
Ta -0.32 0.60 -0.03 1.81
Cl 1.29 -1.50 1.86 0.64
Cl 3.02 -2.76 -0.29 0.70
P -1.41 -2.24 0.24 0.87
Si -0.08 -0.39 -3.34 0.48
O -1.42 1.68 -1.01 -0.38
N 0.61 0.00 -1.69 -0.23
N 1.71 2.65 2.11 0.19
N 2.37 0.40 -0.32 0.06
N -2.62 0.39 0.93 0.00
N -2.02 0.09 3.23 0.19
N 0.89 2.54 -0.14 0.01
N -0.19 1.15 1.99 -0.07
C 0.00 -0.30 5.42 0.02
C -2.58 2.99 -2.66 -0.02
C -1.90 -0.65 -3.28 -0.16
C 2.14 0.73 6.01 -0.04
C -0.83 0.48 3.09 -0.33
C -2.84 3.49 -0.18 -0.02
C -3.62 0.48 0.03 -0.19
C 0.27 -4.46 0.55 -0.15
C 1.49 3.19 0.88 -0.29
C 2.08 4.45 0.69 0.02
C 0.72 -1.96 -4.00 -0.15
C 0.95 -5.59 0.10 -0.08
C -2.95 0.32 2.22 -0.33
C -3.07 -2.63 -0.47 -0.23
C -4.93 0.59 0.39 -0.04
C 0.88 -5.96 -1.22 -0.06
C 2.15 5.00 -0.55 -0.01
C 2.01 0.13 -1.59 -0.46
C 0.11 0.40 4.22 -0.15
C 1.18 1.23 3.93 -0.13
C 2.20 1.45 4.84 0.01
C 4.62 0.54 -1.07 -0.01
C 4.23 0.30 -2.37 -0.03
C -1.97 2.96 -1.29 -0.47
C -4.28 0.40 2.65 0.03
C 2.91 0.08 -2.65 -0.03
C 2.86 -2.32 1.37 -0.87
C 1.65 4.25 -1.62 -0.02
C 3.66 0.59 -0.05 -0.33
C 0.95 1.76 2.58 -0.32
C 0.17 -5.19 -2.12 -0.06
C 4.13 0.88 1.34 -0.03
C 1.07 -0.13 6.29 -0.04
C 1.03 3.06 -1.38 -0.15
C -0.46 -3.69 -0.35 -0.39
C 0.35 1.03 -4.52 -0.14
C -0.52 -4.07 -1.69 -0.12
C -1.82 -2.74 1.95 -0.26
C -5.28 0.56 1.74 0.00
H -6.31 0.60 2.04 0.12
H 1.11 -2.57 -3.16 0.03
H -3.84 -1.98 -0.09 0.03
H 1.53 -6.19 0.79 0.12
H 0.00 -2.56 -4.55 0.04
H -4.41 0.35 3.72 0.13
H 4.33 1.96 1.43 0.10
H 1.40 -6.85 -1.56 0.12
H 2.55 4.89 1.56 0.13
H 1.19 0.76 -5.13 0.03
H 5.08 0.36 1.52 0.10
H 1.53 -1.73 -4.69 0.04
H -3.28 -3.64 -0.15 0.07
H 3.44 0.59 2.11 0.04
H -3.85 3.09 -0.23 0.08
H -2.87 4.57 -0.30 0.10
H -2.17 -1.10 -4.24 0.07
H 1.06 -0.66 7.24 0.12
H -1.08 -3.48 -2.41 0.09
H -2.41 3.28 0.79 0.08
H -2.11 -3.79 1.91 0.07
H -3.48 2.35 -2.70 0.09
H 0.34 -4.18 1.58 0.08
H 4.97 0.24 -3.17 0.13
H 0.17 -5.46 -3.16 0.11
H 2.68 5.91 -0.72 0.13
H -2.69 -2.18 2.27 0.04
H -2.18 -1.38 -2.53 -0.03
H -2.89 4.01 -2.89 0.11
H -1.03 -2.57 2.67 0.01
H -0.48 1.19 -5.20 0.04
H -2.53 0.22 -3.14 0.01
H -3.13 -2.60 -1.56 0.04
H 2.54 -0.14 -3.64 0.08
H 0.55 2.00 -4.05 0.02
H 2.93 0.82 6.74 0.12
H -1.89 2.69 -3.44 0.07
H -5.68 0.69 -0.38 0.13
H 3.00 2.16 4.63 0.13
H -3.36 0.49 -1.01 0.10
H 3.62 -1.60 1.69 0.02
H 0.66 2.47 -2.20 0.08
H -0.85 -0.92 5.68 0.13
H 2.89 -3.20 1.99 0.04
H -1.07 3.60 -1.34 0.12
H 1.79 4.57 -2.65 0.13
H 5.66 0.66 -0.81 0.13
```


Formula: C36H53AsFIrN7S2Si3
Source: OMol25
Level of theory: ωB97M-V/def2-TZVPD

Its HOMO-LUMO gap (spin up / spin down) is 7.00 / 6.84 eV. The expectation value of S² is 0.807. The calculation puts the largest force on an atom at 0.36 eV/Å. As for the spin multiplicity: 2. The total energy comes out at -5891.4247 Ha. As for the net charge: +2.

XYZ file:
```
104
Properties=species:S:1:pos:R:3:lowdin_charge:R:1
Ir -0.08 0.57 0.71 0.93
As -0.75 2.10 -1.25 0.80
S -2.12 -0.46 0.46 0.70
S -2.38 3.40 3.55 1.15
Si -0.15 4.51 -1.29 0.34
Si -3.18 2.01 -1.62 0.32
Si 0.00 1.34 -3.43 0.33
F 3.46 -2.52 6.01 0.09
N -2.22 -2.96 -0.51 0.03
N 0.05 -0.64 2.44 0.01
N 2.13 1.08 0.61 -0.15
N -0.96 1.84 2.14 -0.15
N -0.17 -2.03 -0.60 0.01
N 0.60 -0.98 -0.33 -0.20
N -0.57 -0.92 4.54 0.22
C -1.45 -1.91 -0.25 -0.69
C -4.09 2.32 -0.01 -0.22
C -1.85 1.94 4.27 -0.29
C 2.50 2.32 -0.07 -0.14
C 2.71 -0.03 -0.15 -0.21
C 0.93 -4.28 4.21 -0.05
C -3.61 0.37 -2.41 -0.23
C 1.08 -2.97 2.17 -0.01
C -0.55 -0.10 3.48 -0.30
C 1.32 -4.13 2.87 -0.05
C -0.48 -0.45 -3.65 -0.19
C 3.70 2.45 -0.64 -0.06
C 1.85 1.46 -3.63 -0.19
C 2.58 -0.48 5.28 0.00
C 3.67 -0.96 2.78 -0.01
C -0.83 2.45 -4.68 -0.20
C -1.60 2.98 2.11 -0.47
C -4.52 -3.36 -1.33 -0.06
C 4.09 0.09 -0.54 -0.04
C -1.11 1.23 3.38 -0.30
C -1.59 5.50 -1.92 -0.21
C 0.05 -2.10 4.17 -0.18
C 2.39 0.43 4.25 -0.05
C 4.59 1.33 -0.75 -0.03
C 2.92 0.19 2.99 -0.22
C 0.45 -1.92 2.84 -0.18
C -3.88 3.28 -2.79 -0.20
C 1.27 4.92 -2.42 -0.19
C 3.85 -1.89 3.79 0.02
C 2.86 1.28 1.96 -0.08
C 2.50 -2.25 -1.31 0.00
C 1.93 -1.08 -0.58 -0.28
C 0.29 -3.26 4.89 0.01
C 0.31 5.18 0.41 -0.21
C -3.62 -3.15 -0.12 -0.24
C 3.30 -1.63 5.03 -0.28
H -0.76 3.51 -4.41 0.02
H 2.36 0.61 -3.18 0.02
H 2.30 2.38 -3.25 0.01
H 3.27 -2.75 -0.71 0.10
H -1.23 6.52 -2.06 0.05
H -1.97 5.15 -2.88 0.02
H -1.74 -3.74 -0.93 0.16
H 1.72 -2.97 -1.55 0.08
H 3.88 1.55 1.69 0.13
H 5.62 1.47 -1.07 0.12
H -3.08 -0.48 -2.00 -0.03
H -0.01 -3.37 5.92 0.13
H 0.08 -0.85 -4.50 0.05
H -4.68 0.21 -2.25 0.05
H -3.81 4.31 -2.46 0.01
H -5.54 -3.54 -1.00 0.09
H -4.20 -4.22 -1.91 0.08
H -3.78 1.74 0.85 -0.02
H -5.14 2.08 -0.21 0.05
H 1.81 -4.95 2.37 0.12
H -1.88 2.21 -4.85 0.02
H 1.14 -5.21 4.72 0.12
H 1.86 1.35 4.45 0.12
H 4.43 -2.79 3.64 0.13
H -2.42 5.55 -1.21 0.04
H 1.21 4.48 -3.42 0.03
H -4.51 -2.48 -1.97 0.06
H 1.83 3.15 0.11 0.05
H 0.93 6.07 0.22 0.05
H 4.00 3.41 -1.03 0.12
H -0.54 5.52 0.99 0.03
H 1.39 -2.88 1.14 0.09
H -0.31 2.32 -5.63 0.05
H -3.67 -4.01 0.55 0.13
H 4.14 -1.14 1.82 0.11
H -1.65 3.59 1.23 0.04
H 2.97 -1.92 -2.24 0.10
H -3.45 0.39 -3.49 0.04
H -3.93 -2.28 0.46 0.08
H -1.54 -0.59 -3.86 0.02
H -3.51 3.21 -3.81 0.03
H -4.07 3.38 0.25 0.03
H -0.22 -1.05 -2.78 0.00
H -0.95 -0.71 5.45 0.18
H 2.20 -0.30 6.28 0.13
H -2.12 1.68 5.28 0.10
H 2.38 2.16 2.38 0.13
H 2.25 4.72 -2.00 0.02
H 0.91 4.51 1.03 0.01
H 1.20 6.01 -2.55 0.05
H -4.95 3.04 -2.83 0.06
H 2.04 1.43 -4.71 0.05
H 4.68 -0.79 -0.74 0.13
```


Formula: C5H14N
Source: OMol25
Level of theory: ωB97M-V/def2-TZVPD

Its HOMO-LUMO gap (spin up / spin down) is 6.66 / 12.09 eV. The expectation value of S² is 0.753. The calculation puts the largest force on an atom at 7.35 eV/Å. As for the spin multiplicity: 2. The total energy comes out at -253.5566 Ha. As for the net charge: 0.

XYZ file:
```
20
Properties=species:S:1:pos:R:3:lowdin_charge:R:1
N -1.09 0.30 -2.12 -0.07
C 0.53 -0.52 1.30 -0.27
C -0.36 1.76 0.41 -0.14
C 1.65 -1.58 1.24 -0.10
C -1.96 -0.59 -1.85 -0.21
C 0.74 0.70 0.40 -0.29
H 1.43 -2.46 1.92 0.09
H -1.98 -1.55 -2.42 0.05
H 0.87 0.30 -0.65 0.10
H -0.27 2.53 -0.33 0.06
H -1.35 1.28 0.21 0.07
H -0.66 0.93 -1.36 0.05
H 1.70 -1.92 0.23 0.05
H 1.71 1.22 0.62 0.12
H -0.48 -0.91 1.08 0.10
H -2.65 -0.44 -1.02 0.04
H -0.46 2.28 1.39 0.09
H 2.61 -1.23 1.50 0.05
H -0.42 0.03 -2.87 0.11
H 0.46 -0.13 2.32 0.10
```


Formula: C40H35Cl5N5P2RhS
Source: OMol25
Level of theory: ωB97M-V/def2-TZVPD

Its HOMO-LUMO gap is 5.75 eV. The calculation puts the largest force on an atom at 1.36 eV/Å. As for the spin multiplicity: 1. The total energy comes out at -5311.0319 Ha. As for the net charge: +2.

XYZ file:
```
89
Properties=species:S:1:pos:R:3:lowdin_charge:R:1
Rh -0.07 -0.67 -1.58 0.72
Cl 3.42 -1.92 -1.04 0.80
Cl -1.61 -2.88 -2.80 0.73
Cl 2.07 -6.79 -2.79 0.75
Cl 4.14 -4.83 -1.57 0.74
Cl -0.81 -5.78 -3.44 0.74
S -0.53 -0.57 5.59 0.82
P 1.15 -0.38 0.41 0.91
P -1.05 0.91 -0.08 0.92
N -2.10 0.89 -4.91 0.16
N -1.56 0.12 -2.93 -0.05
N -0.04 0.55 1.20 -0.40
N 1.03 0.31 -5.48 0.15
N 1.04 -0.21 -3.35 0.02
C -4.85 1.10 1.39 -0.05
C 2.52 -2.27 2.02 -0.11
C 0.90 -2.49 -1.88 -0.28
C -3.26 0.81 -4.19 -0.02
C 0.35 -4.72 -2.75 -0.71
C 2.53 -3.37 2.85 -0.04
C -5.26 -0.22 1.29 -0.04
C 2.55 -4.29 -1.92 -0.69
C 0.71 0.94 3.58 -0.26
C -0.95 2.66 -0.45 -0.33
C 4.35 1.87 1.56 -0.04
C -2.29 -0.19 5.49 -0.41
C 0.12 3.39 0.08 -0.07
C -2.92 0.33 -2.96 -0.12
C -1.73 4.63 -1.59 -0.06
C 0.30 0.25 -4.36 -0.23
C 1.63 -5.18 -2.47 -0.70
C 2.29 -0.46 -3.87 -0.09
C -3.16 -0.82 0.30 -0.13
C 2.88 1.43 -0.74 -0.13
C -3.59 1.47 0.94 -0.07
C 1.35 -4.06 3.12 -0.04
C 4.63 2.60 0.42 -0.05
C -1.87 3.29 -1.28 -0.10
C -2.74 0.51 0.39 -0.36
C 1.32 -1.85 1.44 -0.36
C 0.20 0.99 5.02 -0.48
C -1.10 0.47 -4.12 -0.26
C -0.66 5.35 -1.06 -0.05
C 2.61 0.68 0.40 -0.38
C 3.89 2.38 -0.74 -0.06
C 3.34 0.92 1.56 -0.09
C 0.02 -3.40 -2.45 -0.66
C 0.26 4.74 -0.22 -0.05
C 2.29 -0.13 -5.19 -0.02
C -4.42 -1.18 0.74 -0.05
C -0.43 0.66 2.61 -0.23
C 0.16 -3.64 2.55 -0.05
C 2.19 -2.97 -1.65 -0.65
C 0.14 -2.54 1.71 -0.10
H -2.82 -1.07 5.86 0.04
H 4.09 2.95 -1.63 0.11
H -2.71 2.74 -1.68 0.10
H -5.51 1.84 1.81 0.12
H -2.45 5.12 -2.22 0.12
H -2.52 -1.57 -0.16 0.07
H 3.45 -1.76 1.80 0.09
H -6.25 -0.51 1.63 0.12
H 1.45 0.13 3.51 0.09
H -0.93 -0.27 2.90 0.09
H 3.07 -0.16 -5.93 0.14
H -0.76 -4.17 2.76 0.12
H -3.56 0.11 -2.13 0.11
H 1.02 1.24 5.68 0.08
H -2.02 1.22 -5.86 0.18
H 1.08 5.30 0.20 0.12
H 1.20 1.88 3.32 0.12
H -2.54 0.65 6.13 0.04
H 4.93 2.03 2.47 0.12
H -4.22 1.09 -4.61 0.14
H 2.30 1.27 -1.64 0.08
H 1.36 -4.92 3.78 0.12
H 5.42 3.34 0.42 0.12
H -1.17 1.46 2.66 0.13
H -4.74 -2.21 0.66 0.12
H -0.56 6.41 -1.29 0.12
H 0.84 2.91 0.73 0.09
H 0.71 0.61 -6.39 0.18
H -0.80 -2.21 1.28 0.09
H -2.61 0.01 4.47 0.02
H -3.27 2.50 1.03 0.11
H 3.46 -3.70 3.30 0.12
H 3.14 0.36 2.47 0.09
H 3.10 -0.81 -3.27 0.07
H -0.55 1.78 5.14 0.09
```